The following is a quantum chemistry calculation of C19H18FN3O4 in the gas phase at a distorted geometry, from OMol25.

The geometry in ORCA input format:
```
! wB97M-V def2-TZVPD RIJCOSX def2/J DEFGRID3
* xyz 0 1
O 2.071 -1.275 0.498
C 2.061 -0.103 0.795
N 3.156 0.616 1.170
C 4.488 0.198 1.278
C 5.433 1.145 1.671
C 6.764 0.801 1.799
C 7.143 -0.502 1.531
C 6.224 -1.458 1.140
C 4.893 -1.108 1.013
H 4.165 -1.841 0.710
H 6.552 -2.465 0.938
F 8.442 -0.844 1.654
H 7.502 1.526 2.102
H 5.123 2.160 1.878
H 3.011 1.591 1.392
C 0.791 0.748 0.745
C -0.444 -0.147 0.861
H -0.380 -0.929 0.103
H -0.464 -0.631 1.838
C -1.720 0.671 0.665
N -1.677 1.370 -0.597
C -2.482 1.138 -1.654
O -2.385 1.734 -2.709
C -3.547 0.092 -1.465
C -4.863 0.483 -1.240
C -5.863 -0.466 -1.153
C -5.537 -1.809 -1.303
C -4.229 -2.211 -1.547
C -3.236 -1.255 -1.629
H -2.217 -1.552 -1.826
H -4.013 -3.261 -1.669
N -6.577 -2.804 -1.207
O -7.704 -2.419 -0.979
O -6.260 -3.965 -1.356
H -6.890 -0.189 -0.974
H -5.098 1.531 -1.137
C -0.555 2.273 -0.730
C 0.755 1.497 -0.595
H 0.828 0.773 -1.409
H 1.597 2.186 -0.677
H -0.621 3.042 0.048
H -0.626 2.746 -1.711
H -1.805 1.415 1.468
H -2.598 0.026 0.701
H 0.796 1.473 1.567
*
```

Values from the calculation:
Frontier orbital gap, eV: 8.11
SMILES: O=C(Nc1ccc(F)cc1)C1CCN(C(=O)c2ccc([N+](=O)[O-])cc2)CC1
Electronic energy, eV: -35371.5571
E_HOMO, Ha: -0.3216
Relative energy (zero: lowest compared OMol25 entry of this formula, charge and spin), kcal/mol: 54.9


The following is a quantum chemistry calculation of a gas-phase ion, C4H8N2P (charge +1) at a distorted geometry, from OMol25.

The geometry in ORCA input format:
```
! wB97M-V def2-TZVPD RIJCOSX def2/J DEFGRID3
* xyz 1 1
C -1.061 1.507 0.203
C -1.373 -1.724 -0.571
C 0.695 -0.235 -0.040
C 2.187 -0.360 0.164
N -0.150 -1.410 -0.297
N 0.201 0.978 -0.027
P -2.249 0.113 0.053
H -1.339 2.554 -0.140
H 2.671 -1.299 -0.315
H 2.691 0.476 -0.269
H 2.245 -0.489 1.209
H 0.495 -2.173 -0.788
H 1.017 1.678 0.029
H -3.462 0.535 -0.650
H -2.569 -0.153 1.440
*
```

Values from the calculation:
Frontier orbital gap (alpha / beta), eV: 7.61 / 7.61
Electronic energy, eV: -16534.3457
E_HOMO (alpha / beta), Ha: -0.4481 / -0.4481
Relative energy (zero: lowest compared OMol25 entry of this formula, charge and spin), kcal/mol: 122.2


The following is a quantum chemistry calculation of 6 unconnected molecules or ions with the total composition C9H27F3N9O8S at a distorted geometry, from OMol25.

The geometry in ORCA input format:
```
! wB97M-V def2-TZVPD RIJCOSX def2/J DEFGRID3
* xyz -1 1
C -0.138 -4.759 0.325
F 1.160 -5.191 0.341
F -0.612 -5.091 -0.896
F -0.829 -5.431 1.274
S -0.288 -2.939 0.625
O -0.003 -2.724 2.069
O 0.662 -2.369 -0.338
O -1.719 -2.507 0.294
C 3.067 2.560 4.520
O 3.920 2.873 3.656
N 3.344 2.086 5.697
N 1.776 2.792 4.457
H 2.608 1.638 6.223
H 4.293 1.861 5.959
H 1.427 3.303 3.659
H 1.405 1.885 4.701
C -6.037 -1.084 -4.334
O -6.725 -1.099 -5.309
N -5.762 -0.102 -3.542
N -5.266 -2.097 -4.010
H -6.385 0.676 -3.705
H -5.111 -0.257 -2.786
H -4.761 -1.862 -3.167
H -5.506 -3.040 -4.280
C 7.810 -3.712 1.930
O 8.856 -3.170 1.574
N 7.049 -3.340 2.977
N 7.342 -4.819 1.433
H 6.248 -3.871 3.289
H 7.362 -2.636 3.631
H 6.522 -5.227 1.860
H 7.876 -5.172 0.652
C -6.415 -2.345 4.740
O -6.868 -3.025 5.605
N -5.653 -1.305 4.910
N -6.380 -2.638 3.499
H -5.806 -0.845 5.796
H -5.033 -0.906 4.220
H -5.549 -2.501 2.941
H -7.005 -3.357 3.165
C 0.569 3.420 -5.750
C 1.139 3.735 -4.405
C 0.288 4.136 -3.282
O 1.050 4.428 -2.091
C 0.936 5.757 -1.677
N 1.997 2.641 -4.049
H 0.050 2.462 -5.713
H 1.389 3.269 -6.451
H -0.125 4.170 -6.131
H 1.771 4.613 -4.535
H -0.471 3.483 -2.850
H -0.189 5.038 -3.665
H -0.064 6.117 -1.918
H 1.647 6.328 -2.274
H 1.051 5.946 -0.610
H 1.711 1.964 -3.356
H 2.376 2.243 -4.896
*
```

Values from the calculation:
Frontier orbital gap, eV: 8.22
Electronic energy, eV: -58551.3691
E_HOMO, Ha: -0.2206


The following is a quantum chemistry calculation of 17 unconnected molecules or ions with the total composition C77H181N19O21 at a distorted geometry, from OMol25.

The geometry in ORCA input format:
```
! wB97M-V def2-TZVPD RIJCOSX def2/J DEFGRID3
* xyz 0 1
C 1.130 -25.395 -14.662
C 1.871 -25.208 -13.268
O 1.475 -24.010 -12.592
O -0.180 -26.024 -14.392
H 1.784 -26.024 -15.267
H 1.071 -24.449 -15.200
H 2.960 -25.196 -13.327
H 1.719 -26.068 -12.616
H 1.659 -24.175 -11.664
H -0.101 -26.980 -14.427
C -1.885 -26.330 -23.369
C -1.572 -24.821 -23.552
O -2.799 -24.062 -23.546
O -2.125 -26.944 -24.634
H -2.720 -26.467 -22.682
H -0.918 -26.685 -23.010
H -1.087 -24.685 -24.518
H -0.875 -24.421 -22.816
H -3.396 -24.394 -24.221
H -2.976 -26.764 -25.040
C 5.079 -27.090 -20.159
C 4.125 -25.840 -20.281
O 4.738 -24.619 -19.934
O 6.046 -27.131 -21.195
H 4.546 -28.039 -20.201
H 5.639 -27.070 -19.224
H 3.205 -25.879 -19.698
H 3.840 -25.801 -21.333
H 5.595 -24.585 -20.367
H 6.568 -26.344 -21.026
C -0.745 -22.878 -18.858
C 0.311 -23.268 -17.828
O 1.640 -23.049 -18.217
O -0.772 -23.776 -19.911
H -0.558 -21.945 -19.391
H -1.719 -22.756 -18.384
H 0.240 -24.345 -17.677
H 0.107 -22.813 -16.859
H 2.199 -23.776 -17.934
H -0.092 -23.500 -20.529
C -5.568 -26.877 -23.875
O -5.085 -26.620 -24.948
N -6.302 -25.998 -23.160
N -5.407 -27.931 -23.132
H -6.263 -25.045 -23.492
H -6.483 -26.213 -22.190
H -5.612 -27.921 -22.143
H -4.954 -28.694 -23.615
C -4.687 -25.800 -19.700
O -5.205 -26.656 -20.354
N -5.297 -24.775 -19.180
N -3.398 -25.686 -19.390
H -5.015 -23.948 -18.674
H -6.281 -24.788 -19.407
H -2.832 -26.472 -19.678
H -3.092 -24.760 -19.127
C -5.059 -28.819 -16.186
O -5.353 -27.916 -15.385
N -4.818 -30.035 -15.874
N -4.858 -28.466 -17.471
H -5.056 -30.191 -14.905
H -4.727 -30.822 -16.501
H -5.204 -27.556 -17.740
H -4.572 -29.066 -18.232
C -0.667 -29.397 -13.624
O -0.050 -28.506 -14.221
N -1.544 -30.200 -14.188
N -0.640 -29.685 -12.340
H -1.634 -29.962 -15.166
H -2.018 -30.962 -13.726
H 0.108 -29.397 -11.725
H -1.288 -30.307 -11.878
C -2.952 -25.277 -16.292
O -2.382 -24.193 -16.144
N -2.419 -26.418 -16.567
N -4.224 -25.435 -16.159
H -1.560 -26.331 -17.091
H -3.021 -27.228 -16.618
H -4.688 -24.669 -15.692
H -4.548 -26.378 -15.996
C -4.456 -33.661 -17.529
O -4.120 -32.494 -17.472
N -5.489 -34.280 -16.975
N -3.790 -34.459 -18.277
H -5.983 -33.800 -16.236
H -5.599 -35.280 -17.060
H -3.057 -33.978 -18.778
H -4.006 -35.428 -18.092
C -0.049 -29.587 -25.693
C -0.524 -30.715 -26.724
C -2.075 -30.902 -26.742
C -2.780 -29.744 -27.432
C -2.254 -29.594 -28.847
C -0.700 -29.463 -28.986
N -0.014 -30.388 -28.060
O 1.412 -30.453 -28.216
C -0.453 -29.685 -30.475
C -0.219 -27.926 -28.720
C 0.140 -32.097 -26.292
H 1.002 -29.341 -25.843
H -0.214 -29.994 -24.695
H -0.674 -28.694 -25.705
H -2.345 -31.889 -27.116
H -2.404 -30.897 -25.703
H -2.799 -28.823 -26.850
H -3.868 -29.818 -27.442
H -2.689 -28.610 -29.021
H -2.773 -30.407 -29.355
H -1.187 -29.234 -31.143
H 0.463 -29.199 -30.812
H -0.434 -30.774 -30.518
H -0.159 -27.620 -27.676
H 0.704 -27.540 -29.152
H -1.001 -27.265 -29.094
H -0.290 -32.297 -25.311
H 1.211 -31.983 -26.124
H 0.007 -32.896 -27.022
H 1.544 -31.291 -28.665
C -9.949 -29.334 -19.849
C -8.961 -30.071 -20.649
C -7.694 -30.193 -19.727
C -6.763 -31.374 -20.044
C -7.472 -32.678 -20.176
C -8.555 -32.540 -21.305
N -9.501 -31.412 -21.023
O -10.680 -31.373 -21.765
C -7.950 -32.520 -22.701
C -9.231 -33.936 -21.184
C -8.470 -29.295 -21.919
H -9.716 -28.293 -19.628
H -10.341 -29.885 -18.994
H -10.807 -29.147 -20.494
H -7.277 -29.196 -19.581
H -8.095 -30.423 -18.740
H -6.026 -31.389 -19.240
H -6.206 -31.121 -20.946
H -7.773 -33.122 -19.227
H -6.820 -33.541 -20.309
H -7.771 -33.508 -23.125
H -8.605 -31.975 -23.381
H -7.028 -31.939 -22.680
H -9.795 -33.965 -20.252
H -9.765 -34.234 -22.087
H -8.440 -34.681 -21.102
H -8.340 -28.220 -21.792
H -9.184 -29.393 -22.738
H -7.497 -29.627 -22.280
H -11.245 -32.005 -21.315
C -0.357 -36.569 -24.482
C -1.298 -37.018 -23.289
C -0.869 -36.171 -22.042
C -1.293 -34.711 -22.130
C -2.812 -34.546 -22.464
C -3.280 -35.341 -23.679
N -2.768 -36.726 -23.671
O -3.367 -37.667 -24.589
C -4.872 -35.332 -23.606
C -2.766 -34.588 -24.931
C -1.124 -38.543 -22.872
H -0.784 -36.956 -25.407
H 0.614 -37.044 -24.338
H -0.265 -35.493 -24.626
H -1.437 -36.595 -21.214
H 0.215 -36.163 -21.927
H -0.584 -34.124 -22.714
H -1.067 -34.189 -21.201
H -2.979 -33.479 -22.608
H -3.390 -34.813 -21.579
H -5.264 -34.315 -23.623
H -5.241 -35.942 -24.431
H -5.295 -35.831 -22.733
H -2.714 -35.274 -25.777
H -3.561 -33.885 -25.182
H -1.821 -34.045 -24.927
H -1.801 -38.807 -22.060
H -0.151 -38.829 -22.473
H -1.473 -38.993 -23.802
H -3.408 -37.089 -25.354
C 0.365 -27.309 -18.796
C -0.134 -28.747 -19.038
C -1.227 -28.995 -18.027
C -1.895 -30.370 -18.174
C -2.548 -30.406 -19.606
C -1.609 -30.007 -20.770
N -0.778 -28.828 -20.389
O 0.120 -28.393 -21.398
C -0.706 -31.297 -21.154
C -2.518 -29.675 -22.042
C 0.982 -29.681 -18.660
H -0.365 -26.669 -19.290
H 1.272 -27.243 -19.397
H 0.727 -27.164 -17.777
H -0.816 -28.912 -17.020
H -1.880 -28.150 -18.246
H -2.734 -30.483 -17.488
H -1.263 -31.209 -17.884
H -3.493 -29.868 -19.680
H -2.773 -31.452 -19.814
H -0.636 -32.037 -20.356
H -0.932 -31.757 -22.116
H 0.277 -30.863 -21.337
H -3.149 -30.483 -22.412
H -3.037 -28.749 -21.794
H -2.013 -29.517 -22.995
H 0.783 -30.750 -18.581
H 1.460 -29.369 -17.731
H 1.877 -29.598 -19.276
H -0.420 -27.754 -21.870
C 5.645 -30.280 -17.202
C 4.637 -29.829 -16.142
C 3.642 -30.971 -16.237
C 2.497 -30.707 -15.314
C 3.009 -30.660 -13.859
C 4.253 -29.698 -13.637
N 5.157 -29.809 -14.771
O 6.368 -29.133 -14.517
C 3.614 -28.335 -13.376
C 4.907 -30.323 -12.357
C 4.156 -28.496 -16.678
H 6.451 -29.549 -17.267
H 5.353 -30.458 -18.237
H 6.115 -31.226 -16.934
H 3.284 -30.984 -17.266
H 4.079 -31.962 -16.113
H 1.759 -31.508 -15.339
H 1.978 -29.778 -15.550
H 3.286 -31.706 -13.722
H 2.233 -30.372 -13.151
H 3.492 -28.273 -12.294
H 4.305 -27.635 -13.845
H 2.641 -28.201 -13.848
H 5.223 -31.339 -12.591
H 5.900 -29.930 -12.138
H 4.172 -30.361 -11.553
H 3.813 -28.497 -17.713
H 5.017 -27.828 -16.642
H 3.347 -28.069 -16.085
H 6.086 -28.279 -14.181
C 5.565 -35.890 -23.585
C 5.013 -34.745 -22.637
C 5.936 -34.770 -21.395
C 5.760 -33.663 -20.421
C 5.910 -32.304 -21.220
C 4.862 -32.146 -22.418
N 4.937 -33.447 -23.275
O 4.158 -33.408 -24.401
C 3.440 -31.858 -21.898
C 5.423 -30.868 -23.158
C 3.606 -35.218 -22.122
H 4.947 -35.895 -24.483
H 5.680 -36.934 -23.296
H 6.519 -35.530 -23.969
H 5.737 -35.765 -20.997
H 6.946 -34.849 -21.797
H 6.458 -33.697 -19.585
H 4.730 -33.712 -20.068
H 6.908 -32.214 -21.651
H 5.741 -31.501 -20.502
H 3.586 -30.898 -21.404
H 2.755 -31.799 -22.743
H 3.079 -32.583 -21.168
H 5.492 -29.998 -22.504
H 6.451 -31.006 -23.493
H 4.833 -30.555 -24.019
H 2.883 -35.282 -22.935
H 3.159 -34.787 -21.226
H 3.689 -36.268 -21.840
H 4.762 -33.018 -25.037
C 0.436 -35.859 -18.147
C 1.213 -34.782 -17.275
C 0.261 -33.575 -17.053
C -0.711 -33.788 -15.803
C 0.116 -34.186 -14.518
C 1.112 -35.453 -14.757
N 1.911 -35.172 -15.976
O 2.933 -36.032 -16.161
C 2.111 -35.398 -13.613
C 0.422 -36.821 -14.704
C 2.213 -34.139 -18.213
H -0.492 -36.232 -17.714
H 1.048 -36.759 -18.210
H 0.114 -35.500 -19.124
H 0.663 -32.565 -17.133
H -0.522 -33.597 -17.811
H -1.506 -34.496 -16.038
H -1.212 -32.825 -15.697
H -0.576 -34.515 -13.742
H 0.591 -33.303 -14.092
H 2.671 -34.463 -13.634
H 1.563 -35.427 -12.672
H 2.743 -36.286 -13.619
H -0.489 -36.709 -15.292
H 1.134 -37.538 -15.111
H 0.144 -37.156 -13.704
H 1.817 -33.625 -19.089
H 2.959 -34.885 -18.486
H 2.851 -33.421 -17.697
H 3.686 -35.503 -15.889
*
```

Values from the calculation:
Frontier orbital gap, eV: 7.30
Electronic energy, eV: -154081.7879
E_HOMO, Ha: -0.2837